{"formula": "C8H13N", "method": "ωB97M-V/def2-TZVPD", "symbols": ["C", "C", "C", "C", "N", "H", "H", "H", "H", "H", "H", "H", "C", "C", "C", "C", "H", "H", "H", "H", "H", "H"], "positions_angstrom": [[0.254941, 1.366209, -2.680288], [-0.109679, 0.355058, -1.633859], [-0.652869, -1.515538, 2.582451], [0.518981, -0.816702, -1.539034], [-0.795434, -2.111769, 1.493572], [-0.449936, -3.071487, 1.471141], [-1.006984, -0.493638, 2.651070], [-0.611616, 1.601392, -3.296440], [1.047029, 0.986478, -3.320833], [0.598050, 2.289741, -2.214214], [0.247699, -1.537044, -0.785072], [1.317489, -1.092329, -2.207957], [-1.179923, 0.673791, -0.696112], [1.824052, -0.042158, 1.680847], [-1.850187, 1.819374, -0.644559], [2.460716, -0.473765, 2.598952], [-1.416079, -0.120838, 0.000623], [1.279045, 0.308137, 0.858265], [-1.654557, 2.641721, -1.312154], [-0.209514, -1.925488, 3.493942], [3.019150, -0.819969, 3.418828], [-2.630374, 1.978823, 0.080832]], "atomic_forces_ev_per_a": [[0.0, -0.1, 0.1], [0.3, 0.0, -0.3], [0.0, 0.1, 0.7], [0.0, 0.0, 0.0], [-0.2, -0.4, -0.9], [0.1, 0.1, 0.3], [0.0, 0.2, 0.1], [0.0, 0.1, -0.1], [0.0, 0.0, 0.0], [0.0, 0.1, 0.0], [-0.1, -0.1, 0.2], [0.1, 0.0, -0.2], [-0.2, 0.0, 0.2], [0.6, -0.3, 0.7], [0.0, 0.0, 0.0], [-0.3, 0.4, -0.5], [-0.1, -0.1, 0.1], [-0.4, 0.3, -0.6], [0.1, 0.1, -0.2], [0.0, -0.1, -0.1], [0.3, -0.2, 0.4], [-0.1, 0.0, 0.1]], "lowdin_charge": [-0.07, -0.39, -0.17, 0.04, 0.03, 0.05, 0.06, 0.08, 0.07, 0.08, 0.04, 0.06, -0.17, 0.00, 0.02, 0.01, 0.08, 0.00, 0.05, 0.07, 0.01, 0.05], "e_lumo_ev": 1.02, "homo_lumo_gap_ev": 9.743, "spin_multiplicity": 1, "e_tot_ha": -367.22550, "smiles": "C=CC(=C)C.C#C.C=N", "max_force_ha_per_bohr": 0.02064, "homo_energy_ev": -8.7200, "mol_weight_da": 123.20, "total_charge": 0}